ORCA calculation (wB97M-V/def2-TZVPD) on a molecular structure, C44H34As2CdCl2N4O2.

ORCA input file:
```
! wB97M-V def2-TZVPD RIJCOSX def2/J DEFGRID3
* xyz 0 1
Cd 0.793 -1.237 1.624
Cl 0.237 -4.241 7.966
C 0.723 -3.935 6.329
C 0.312 -2.753 5.726
C 0.676 -2.458 4.417
N 0.345 -1.269 3.760
C -0.082 -0.160 4.359
O -0.516 0.013 5.495
C 0.074 1.090 3.485
C -0.347 2.307 3.999
C -0.116 3.461 3.270
C 0.540 3.371 2.052
C 0.911 2.119 1.597
N 0.679 1.006 2.292
C 1.469 -3.398 3.691
C 1.872 -4.571 4.319
C 1.501 -4.838 5.631
Cl 2.033 -6.321 6.355
N 1.761 -3.093 2.357
C 2.296 -3.939 1.484
O 2.852 -5.029 1.623
C 2.115 -3.476 0.034
C 3.087 -3.892 -0.973
C 2.961 -3.437 -2.218
C 1.806 -2.623 -2.666
C 0.784 -2.300 -1.576
N 1.079 -2.781 -0.236
H -0.288 -2.051 6.281
H -0.832 2.308 4.964
H -0.436 4.422 3.652
H 0.753 4.246 1.453
H 1.406 1.999 0.642
H 2.477 -5.280 3.780
H 3.896 -4.533 -0.655
H 3.692 -3.692 -2.978
H 3.136 -1.960 -4.174
H -0.184 -2.731 -1.847
C -1.074 0.058 -2.476
C -2.326 0.606 -1.780
As -1.853 2.135 -0.605
C -3.160 3.449 -1.202
C -2.720 4.714 -1.573
C -3.624 5.678 -2.004
C -4.975 5.380 -2.067
C -5.425 4.118 -1.697
C -4.523 3.159 -1.265
C -2.700 1.598 1.069
C -2.551 0.292 1.540
C -3.002 -0.069 2.801
C -3.611 0.877 3.613
C -3.772 2.175 3.152
C -3.315 2.536 1.891
As 0.312 -0.412 -1.147
C 1.908 0.583 -1.611
C 3.135 0.065 -1.198
C 4.302 0.786 -1.396
C 4.252 2.036 -2.000
C 3.033 2.560 -2.403
C 1.862 1.837 -2.208
C 2.116 -1.724 -3.859
C 1.600 -0.639 -4.740
C 1.350 -1.113 -5.980
C 1.483 -2.542 -6.322
C 1.489 -3.506 -5.376
C 1.227 -2.912 -4.042
H -0.660 0.755 -3.202
H -1.296 -0.863 -3.015
H -2.791 -0.166 -1.169
H -3.066 0.942 -2.507
H -1.664 4.954 -1.524
H -3.270 6.661 -2.289
H -5.681 6.130 -2.402
H -6.482 3.883 -1.741
H -4.883 2.183 -0.961
H -2.074 -0.457 0.919
H -2.863 -1.082 3.157
H -3.947 0.603 4.604
H -4.249 2.916 3.781
H -3.442 3.558 1.550
H 3.193 -0.911 -0.727
H 5.249 0.371 -1.075
H 5.163 2.601 -2.152
H 2.989 3.536 -2.870
H 0.916 2.267 -2.510
H 1.614 0.420 -4.516
H 1.106 -0.426 -6.782
H 1.534 -2.804 -7.372
H 1.514 -4.562 -5.620
H 0.185 -2.580 -4.006
*
```

Output
gap between HOMO and LUMO	6.47	eV
relative energy (zero: lowest compared OMol25 entry of this formula, charge and spin)	0.0	kcal per mole
lowest unoccupied orbital energy	-0.477	eV
M	983.944	g mol⁻¹
energy	-7626.178754	hartree
largest force on an atom	0.004	hartree/bohr

And the natural (NBO) charges, in e, turn out to be:
1 Cd 1.63
2 Cl 0.00
3 C -0.06
4 C -0.25
5 C 0.11
6 N -0.82
7 C 0.61
8 O -0.65
9 C 0.15
10 C -0.22
11 C -0.16
12 C -0.21
13 C 0.03
14 N -0.56
15 C 0.21
16 C -0.27
17 C -0.08
18 Cl 0.00
19 N -0.82
20 C 0.59
21 O -0.64
22 C 0.24
23 C -0.28
24 C -0.11
25 C 0.01
26 C -0.36
27 N -0.54
28 H 0.26
29 H 0.26
30 H 0.22
31 H 0.22
32 H 0.21
33 H 0.26
34 H 0.26
35 H 0.22
36 H 0.22
37 H 0.23
38 C -0.70
39 C -0.72
40 As 0.88
41 C -0.35
42 C -0.21
43 C -0.21
44 C -0.20
45 C -0.23
46 C -0.16
47 C -0.35
48 C -0.25
49 C -0.20
50 C -0.20
51 C -0.22
52 C -0.17
53 As 0.84
54 C -0.36
55 C -0.23
56 C -0.20
57 C -0.19
58 C -0.23
59 C -0.18
60 C -0.29
61 C -0.16
62 C -0.23
63 C -0.23
64 C -0.16
65 C -0.26
66 H 0.23
67 H 0.23
68 H 0.23
69 H 0.24
70 H 0.21
71 H 0.22
72 H 0.22
73 H 0.22
74 H 0.21
75 H 0.20
76 H 0.23
77 H 0.23
78 H 0.22
79 H 0.21
80 H 0.22
81 H 0.22
82 H 0.22
83 H 0.22
84 H 0.21
85 H 0.22
86 H 0.22
87 H 0.22
88 H 0.22
89 H 0.21